Entry from OMol25: an isolated molecule of C3H5NS at a distorted geometry (ωB97M-V with the def2-TZVPD basis set).

Last column: Mulliken charge in e.
Cartesian coordinates (Å):
1 C 0.339 -0.091 -1.425  -0.012
2 C -0.026 -0.596 0.976  -0.415
3 C -0.416 0.871 0.755  -0.275
4 H 0.890 0.765 -1.964  0.276
5 H -0.572 -1.609 0.519  0.184
6 H 0.755 -0.993 1.763  0.175
7 H -1.365 1.108 0.312  0.293
8 H 0.191 1.681 1.416  0.183
9 N 0.426 0.140 -0.097  -0.073
10 S -0.220 -1.277 -2.255  -0.336

Atoms 1-6, force components in eV/Å:
2.22 3.98 -0.25
-0.70 -4.63 0.26
1.61 1.34 2.21
-1.21 -0.89 0.57
0.29 2.94 1.71
-1.44 1.45 -1.46

**SMILES string**: S=CN1CC1
**Energy above the lowest of the compared OMol25 structures with the same formula, charge and spin**: 2.738 eV
**LUMO level**: 0.4 eV
**Molecular weight**: 87.15 g mol⁻¹
**HOMO energy**: -0.3227 hartree